[1]
Molecular formula: C4H13NO2S
Method: DFT, ωB97M-V/def2-TZVPD

Computed properties:
Molecular weight in g/mol: 139.2
Kohn-Sham gap in eV: 9.86
E in hartree: -763.5844
Lowest unoccupied orbital energy in eV: 0.66
Net charge: 0

```
21
Properties=species:S:1:pos:R:3:nbo_charge:R:1
N -1.774 0.670 0.038 -0.86
C -0.396 0.243 0.281 -0.08
C -0.025 0.401 1.780 -0.07
O 1.019 1.393 1.930 -0.74
C -0.188 -1.227 -0.145 -0.43
C 1.255 -1.732 -0.083 -0.54
S 2.279 -1.725 -1.606 -0.05
H -1.927 0.901 -0.939 0.36
H -2.521 0.004 0.221 0.37
H 0.228 0.743 -0.466 0.20
H 0.616 -0.439 2.037 0.18
H -0.879 0.567 2.423 0.19
H 0.860 2.216 1.456 0.47
H -0.889 -1.935 0.300 0.21
H -0.602 -1.305 -1.165 0.21
H 1.248 -2.784 0.222 0.23
H 1.772 -1.290 0.763 0.23
H 3.005 -0.597 -1.453 0.13
O -3.879 2.987 -0.442 -0.94
H -3.654 3.640 -1.099 0.46
H -3.027 2.662 -0.159 0.48
```

---

[2]
Molecular formula: C3H9NO3
Method: DFT, ωB97M-V/def2-TZVPD

Computed properties:
Molecular weight in g/mol: 107.1
2S+1: 2
Kohn-Sham gap (spin up / spin down) in eV: 8.48 / 4.51
E in hartree: -399.7144
Lowest unoccupied orbital energy (spin up / spin down) in eV: -6.17 / -10.02
Net charge: +1

```
16
Properties=species:S:1:pos:R:3:lowdin_spin:R:1
O 0.563 -1.196 2.413 0.49
C 0.625 -1.295 1.170 0.09
C 0.843 0.007 0.284 0.12
C -0.192 0.895 0.709 0.03
O 0.013 2.002 -0.124 0.10
N 0.639 -0.389 -1.133 0.08
H 0.604 -2.236 0.789 0.04
H 1.933 0.169 0.480 0.02
H -1.201 0.472 0.581 0.01
H 0.041 1.274 1.774 0.02
H -0.704 2.416 -0.508 0.00
H 1.419 -1.243 -1.118 0.00
H 0.965 0.330 -1.866 0.01
H -1.922 0.489 -1.901 0.00
H -1.032 -0.476 -2.528 0.00
O -2.106 -0.320 -2.385 0.01
```

---

[3]
Molecular formula: C20H15BiBrN3O3S2
Method: DFT, ωB97M-V/def2-TZVPD

Computed properties:
Molecular weight in g/mol: 698.4
Kohn-Sham gap in eV: 6.56
E in hartree: -4746.1021
Lowest unoccupied orbital energy in eV: -0.72
Net charge: 0

```
45
Properties=species:S:1:pos:R:3:nbo_charge:R:1
Bi 10.984 -2.877 13.588 1.68
O 11.197 0.031 16.758 -0.53
C 10.826 -0.843 15.961 0.65
N 11.200 -0.917 14.637 -0.80
C 11.513 0.198 13.895 0.65
O 12.040 1.224 14.344 -0.53
C 11.134 0.052 12.428 0.15
C 10.770 1.196 11.706 -0.20
C 10.283 1.014 10.426 -0.13
C 10.255 -0.272 9.858 -0.24
C 10.729 -1.335 10.598 0.07
N 11.204 -1.160 11.842 -0.51
C 9.825 -1.909 16.337 0.17
C 8.877 -1.680 17.340 -0.19
C 7.940 -2.659 17.578 -0.13
C 7.979 -3.869 16.875 -0.24
C 8.968 -4.043 15.928 0.07
N 9.913 -3.109 15.732 -0.53
H 10.889 2.163 12.182 0.26
H 9.931 1.872 9.846 0.23
H 9.907 -0.415 8.838 0.23
H 10.735 -2.354 10.208 0.21
H 8.934 -0.745 17.915 0.26
H 7.157 -2.479 18.317 0.23
H 7.258 -4.664 17.092 0.24
H 9.053 -4.934 15.312 0.21
Br 17.688 -3.826 15.215 0.06
C 15.844 -3.546 14.832 -0.07
C 15.276 -2.313 15.093 -0.23
C 13.950 -2.071 14.812 -0.25
C 13.170 -3.067 14.227 -0.37
C 13.747 -4.297 13.960 -0.26
C 15.082 -4.552 14.257 -0.24
H 15.881 -1.524 15.564 0.23
H 13.530 -1.103 15.133 0.24
H 13.154 -5.094 13.491 0.20
H 15.542 -5.511 14.051 0.23
C 5.224 -2.035 12.058 -0.27
O 5.980 -1.142 12.937 -0.52
C 7.287 -1.467 13.220 0.06
S 8.053 -0.395 14.280 -0.28
S 8.031 -2.884 12.525 -0.41
H 4.211 -1.614 12.005 0.20
H 5.205 -3.058 12.482 0.20
H 5.708 -2.097 11.063 0.20
```

---

[4]
Molecular formula: C5H13N5O4RuSSe2
Method: DFT, ωB97M-V/def2-TZVPD

Computed properties:
Molecular weight in g/mol: 498.2
Kohn-Sham gap (spin up / spin down) in eV: 7.39 / 7.42
E in hartree: -6068.2640
Lowest unoccupied orbital energy (spin up / spin down) in eV: -8.25 / -8.24
Net charge: +2

```
31
Properties=species:S:1:pos:R:3:nbo_charge:R:1
Ru 0.507 -0.216 0.269 0.59
C 2.431 2.576 -0.745 -0.79
Se 1.561 1.089 -1.633 0.62
C -0.061 1.983 -2.297 -0.58
C -1.122 2.288 -1.258 -0.56
Se -1.844 0.607 -0.505 0.57
C -2.324 1.140 1.339 -0.25
H 2.911 3.183 -1.509 0.27
H 3.189 2.161 -0.084 0.26
H 1.717 3.160 -0.176 0.24
H -0.436 1.328 -3.083 0.26
H 0.266 2.913 -2.763 0.27
H -1.959 2.798 -1.734 0.27
H -0.751 2.892 -0.435 0.25
H -2.170 2.207 1.477 0.24
H -1.972 0.162 3.080 0.56
H -3.364 0.873 1.502 0.25
O 0.403 1.892 1.420 -0.90
S 0.350 1.155 2.666 2.52
O -1.500 0.371 2.252 -0.73
O 1.054 -0.095 2.629 -0.87
O 0.040 1.815 3.864 -0.77
N -0.663 -5.393 -0.249 -0.58
N 0.037 -4.253 -0.373 0.23
N 1.302 -4.262 -0.730 -0.22
C 1.615 -2.980 -0.662 0.15
N 0.554 -2.259 -0.277 -0.34
N -0.461 -3.092 -0.094 -0.06
H -0.233 -6.178 -0.712 0.43
H -1.664 -5.284 -0.284 0.42
H 2.586 -2.581 -0.896 0.24
```